{"formula": "C5H6N2O", "method": "ωB97M-V/def2-TZVPD", "homo_lumo_gap_ev": [8.7, 8.7], "smiles": "CC=C=N.N#CC=O", "lumo_energy_ev": [-0.522, -0.522], "de_lowest_ev": 2.507, "spin_multiplicity": 1, "elements": ["C", "C", "H", "C", "N", "H", "H", "H", "H", "O", "H", "C", "C", "N"], "positions_angstrom": [[-1.32700, -0.04946, -0.05978], [0.35851, -1.85875, -0.12064], [1.41306, -1.56372, -0.13982], [1.50887, 1.04891, -0.13012], [-2.18417, 0.57633, -0.62598], [0.28437, 1.98020, 1.31399], [0.27977, -2.79872, 0.42217], [0.02692, -2.00334, -1.14531], [-0.37923, -0.73779, 1.63476], [-0.33720, 2.44953, -0.56121], [-2.00029, 1.50737, -1.00209], [0.38873, 1.86439, 0.21756], [-0.45431, -0.80540, 0.55901], [2.42199, 0.39047, -0.36254]], "lowdin_charge": [-0.22, -0.09, 0.04, -0.17, 0.20, 0.14, 0.08, 0.08, 0.12, 0.03, 0.07, -0.29, -0.17, 0.19]}

***

{"formula": "C9H14N2OsP", "method": "ωB97M-V/def2-TZVPD", "homo_lumo_gap_ev": [7.6, 6.1], "lumo_energy_ev": [-3.720, -5.089], "de_lowest_ev": 0.982, "spin_multiplicity": 5, "charge": 1, "elements": ["H", "H", "N", "H", "C", "H", "N", "C", "H", "H", "C", "H", "H", "C", "H", "C", "Os", "C", "C", "H", "H", "C", "H", "H", "H", "C", "P"], "positions_angstrom": [[-0.81881, -4.42298, -0.73284], [-2.64787, 1.88986, -2.76018], [0.22730, -2.88548, 0.18738], [-0.84056, 2.81756, -0.68783], [-0.65746, -1.92959, -0.21139], [1.49776, -0.11114, 1.34159], [-0.27557, -0.74407, 0.21966], [1.22893, -2.26981, 0.88658], [1.62157, 3.47976, -1.51995], [-0.13540, -4.88100, 0.84840], [0.95512, -0.93116, 0.90295], [-4.11173, 0.46133, -1.89832], [3.16434, 3.57166, 0.66798], [2.15487, 3.14913, 0.62285], [-2.24787, -0.29082, -2.94859], [1.43994, 2.76783, 1.78992], [-1.99955, 0.42044, 0.06665], [0.07919, 2.77553, -0.13434], [1.36601, 3.19374, -0.52868], [1.85768, 2.53320, 2.76385], [2.07764, -2.81759, 1.32639], [0.05191, -4.31280, -0.07619], [-1.54722, -2.14547, -0.77098], [0.93073, -4.74318, -0.57876], [-0.80273, 2.20405, 1.86127], [0.09355, 2.52432, 1.31504], [-2.66176, 0.69669, -1.95248]], "lowdin_charge": [0.10, -0.08, -0.11, 0.04, -0.21, 0.10, -0.16, -0.03, 0.10, 0.11, -0.06, -0.09, 0.12, -0.08, -0.07, -0.09, 0.79, -0.14, -0.08, 0.10, 0.15, 0.01, 0.11, 0.11, 0.08, -0.10, 0.43]}

***

{"formula": "C4H8O2", "method": "ωB97M-V/def2-TZVPD", "homo_lumo_gap_ev": [8.3, 8.3], "lumo_energy_ev": [-0.448, -0.447], "de_lowest_ev": 5.492, "spin_multiplicity": 1, "elements": ["O", "H", "H", "C", "O", "H", "C", "C", "H", "H", "H", "H", "C", "H"], "positions_angstrom": [[0.12210, 1.35932, 0.55949], [2.22344, -0.44992, -1.47567], [-1.37987, -1.27709, -0.66860], [-0.96942, 0.63720, 0.62959], [0.61890, -1.11730, -0.19827], [0.84816, 0.78427, -0.04020], [1.54880, 0.37302, -1.28402], [-1.06040, -0.57392, 1.45938], [-1.86270, 1.02307, 0.13408], [-2.06255, -0.89600, 1.73124], [0.79955, 0.51703, -2.06204], [-0.29721, -0.70788, 2.22145], [-0.62790, -0.97251, 0.06708], [2.09910, 1.30071, -1.07352]], "lowdin_charge": [-0.02, 0.05, 0.14, -0.29, -0.08, 0.04, 0.04, -0.06, 0.14, 0.12, 0.06, 0.13, -0.33, 0.06]}

***

{"formula": "C36H76F6N7O16PtS6", "method": "ωB97M-V/def2-TZVPD", "homo_lumo_gap_ev": [2.2, 1.6], "lumo_energy_ev": [-3.900, -4.485], "spin_multiplicity": 3, "charge": -1, "elements": ["H", "H", "F", "O", "N", "H", "H", "H", "S", "H", "C", "O", "Pt", "S", "O", "H", "H", "H", "O", "C", "H", "C", "O", "H", "H", "N", "H", "H", "H", "H", "O", "H", "H", "F", "C", "O", "O", "H", "H", "C", "H", "C", "H", "C", "H", "C", "H", "C", "O", "H", "C", "C", "O", "O", "F", "N", "C", "C", "C", "S", "H", "H", "H", "F", "C", "H", "H", "C", "H", "H", "H", "H", "H", "H", "C", "F", "C", "H", "H", "C", "H", "H", "H", "N", "C", "H", "H", "H", "H", "O", "H", "C", "C", "C", "F", "H", "C", "H", "H", "H", "C", "H", "H", "H", "H", "H", "S", "C", "H", "C", "H", "H", "H", "H", "N", "H", "H", "N", "S", "H", "C", "H", "O", "H", "H", "N", "C", "O", "H", "H", "O", "H", "O", "H", "C", "H", "H", "C", "C", "C", "C", "C", "H", "H", "H", "H", "C", "S"], "positions_angstrom": [[4.03522, 1.40970, -5.13515], [-6.11776, 6.18334, -2.69956], [-2.71419, -14.04201, -3.73512], [-2.77604, -3.52701, -0.27054], [4.85314, -6.12412, 4.16118], [-0.81531, 6.61900, -3.24255], [4.89752, 1.01981, -6.53175], [-1.01958, 5.80987, 5.66658], [-2.28237, -12.74029, -3.00517], [7.87556, -6.42311, 6.65470], [4.92260, -3.75174, 4.96622], [-1.90704, -10.41273, -1.79683], [-7.63538, -6.30385, 1.78148], [-9.66201, -5.20019, -4.64249], [3.76561, -6.01314, 3.37005], [3.92135, -5.59068, 6.60337], [-5.77235, 8.31399, -1.34944], [-1.17215, 4.40656, 9.72335], [-1.63013, -12.04804, -4.09108], [3.27023, -0.40590, -6.30396], [-4.93081, 8.84517, -4.83997], [6.96081, -6.05174, 6.19276], [-11.47674, -3.72049, -6.92372], [6.11147, -7.69408, 6.99101], [1.19460, -0.91900, -9.88180], [-3.60079, 6.37135, -4.06668], [2.62662, 2.76454, 10.13376], [5.09399, -3.77003, 2.39958], [4.15650, -2.31791, -5.97727], [3.93760, -2.66779, -8.86630], [-8.74472, -4.74912, -5.62278], [-1.28194, 6.69485, 8.98079], [-0.74063, 4.22481, 6.22887], [-3.68955, -9.97503, -3.35967], [5.22652, -1.31660, -7.71943], [-9.16752, -5.37438, -3.28887], [1.14264, 0.10606, -7.59135], [1.35981, 6.92373, 6.37807], [-1.75076, 9.24532, -2.98373], [1.41872, 5.23448, 10.57971], [3.85018, -3.91622, 4.86154], [3.38043, 0.69310, -9.53616], [5.17203, -2.72132, 4.71301], [7.07219, -5.19033, 4.83841], [-5.03856, 5.14355, -5.88101], [-4.98019, 6.72990, -4.44746], [6.73556, -3.60456, 2.78752], [-5.70019, 5.51881, -5.10029], [-5.02422, -1.68176, -0.99765], [3.36929, 5.68348, 6.68393], [5.72356, -4.89894, 4.18517], [2.65711, 5.97814, 7.45469], [-4.49269, -0.48728, 1.18886], [-1.44746, -13.15934, -1.86085], [-12.78982, -3.18142, -5.06671], [-4.98716, -3.03125, 1.23496], [-0.97338, 5.22767, 6.58692], [1.59464, 2.86716, 9.79818], [-3.87219, 7.57911, -1.88297], [-3.25084, -3.05647, 1.02241], [6.73402, -8.01428, 5.39164], [4.39410, 0.52056, -9.89783], [3.25753, -8.33518, 4.28234], [-6.58128, -1.57438, 0.74012], [-5.25434, 8.11008, -2.28656], [-3.42063, 8.16701, -1.08386], [5.93377, -2.12919, -7.55338], [5.94490, -4.35394, 2.75044], [-1.26653, 7.07872, -1.66359], [2.81237, 7.00202, 7.79477], [0.73795, 4.99018, 11.39517], [7.26342, -4.20791, 5.27012], [-4.05614, 6.66864, -1.31262], [3.70763, -7.37612, 7.03678], [3.73382, -6.60900, 6.26286], [-9.77301, -6.74282, -4.99607], [4.26591, -1.62869, -8.89017], [-6.85842, 7.40985, -3.60104], [6.02743, -5.21174, 2.08301], [1.34435, 5.90217, 6.75791], [6.45543, -5.41848, 6.92193], [3.09825, 1.48939, -8.84740], [1.67711, -2.42226, -9.23010], [-3.74802, -12.35141, -2.56802], [4.23230, -8.35767, 4.76960], [4.92455, -3.77703, 6.05593], [4.72156, -8.70770, 3.86064], [0.55514, -0.57230, -7.25034], [-1.97754, 5.12568, 6.99844], [-0.93592, 3.82878, 8.99400], [-1.81590, 5.58307, -2.09812], [-0.41820, 6.86577, 8.33828], [3.88109, 1.01185, -6.13818], [-2.89047, 7.26513, -3.06570], [-3.18990, -4.42073, 1.91531], [1.42039, -0.25264, -5.12832], [4.48074, -1.32759, -6.29700], [2.01609, -1.86144, -5.17556], [-6.71963, 5.69856, -5.44166], [1.38435, 2.07207, 9.08285], [4.74886, -7.05693, 5.32264], [2.78729, 1.00818, -10.39465], [2.34845, 5.17415, 11.14545], [-2.95618, 5.10598, -5.40542], [5.62553, -0.31857, -7.90065], [3.25518, 3.87324, 7.84022], [-11.27536, -3.54211, -5.49691], [2.07369, -1.54962, -9.74905], [-1.65082, 8.53384, -4.56444], [2.75712, 4.64773, 8.42349], [4.13330, -6.33042, 2.54196], [3.62234, 4.80289, 9.06804], [-0.88158, 7.59473, 7.67344], [7.84866, -5.45734, 4.12153], [-11.35069, -4.87827, -4.78157], [5.17239, -0.94612, -5.54586], [-4.19835, 7.99637, -6.20261], [2.44515, -0.61456, -7.54698], [-3.29284, -10.74603, -2.04357], [4.76014, -1.56196, -9.85939], [1.44126, 4.28804, 9.30596], [-3.10222, 9.30131, -4.05890], [-2.32489, -2.24279, 1.78255], [-5.86022, 8.00444, -5.92326], [-5.24040, 9.05211, -2.83473], [0.24874, 4.42431, 8.45023], [-1.65041, 6.56373, -2.54422], [-4.27081, -10.08138, -1.17545], [2.34405, -1.73108, -10.78928], [1.31240, 6.29503, 10.35157], [-10.55860, -2.32217, -4.97757], [2.78981, -0.59764, -4.16479], [-2.83474, 6.03595, -5.20045], [-5.70220, 4.59010, -4.52969], [-2.30852, 8.64480, -3.70233], [1.35117, 5.21267, 5.91373], [2.76039, -6.52571, 5.77953], [6.16103, -7.29568, 5.97763], [2.34852, -0.82415, -5.13539], [-5.89127, 7.13517, -3.18000], [-4.91627, 7.90294, -5.38777], [3.03827, -0.72103, -8.89122], [4.35838, -9.22957, 5.41146], [0.37363, 7.39710, 8.86630], [3.15844, 1.77972, -6.41431], [0.94054, 2.63123, 10.63757], [0.11215, 5.59578, 7.66510], [-5.02944, -1.68040, 0.47657]], "lowdin_charge": [0.07, 0.12, -0.19, -0.28, 0.07, 0.08, 0.07, 0.08, 0.41, 0.12, 0.01, -0.31, 0.97, 0.54, 0.13, 0.09, 0.11, 0.09, -0.31, -0.49, 0.06, -0.15, -0.32, 0.13, 0.07, -0.10, 0.08, 0.10, 0.11, 0.11, -0.27, 0.08, 0.08, -0.20, -0.13, -0.33, -0.02, 0.12, 0.07, -0.03, 0.09, 0.00, 0.11, -0.09, 0.07, -0.48, 0.11, -0.03, -0.29, 0.10, -0.42, -0.16, -0.32, -0.35, -0.25, -0.27, -0.05, -0.06, -0.12, 0.57, 0.13, 0.07, 0.10, -0.23, -0.21, 0.11, 0.10, -0.01, 0.08, 0.10, 0.07, 0.12, 0.12, 0.12, -0.01, -0.21, -0.17, 0.12, 0.10, -0.17, 0.11, 0.07, 0.09, -0.27, -0.03, 0.08, 0.10, 0.09, 0.08, 0.02, 0.09, -0.04, -0.04, -0.43, -0.27, 0.07, -0.13, 0.09, 0.09, 0.09, -0.48, 0.07, 0.07, 0.10, 0.09, 0.10, 0.46, -0.06, 0.07, -0.07, 0.16, 0.09, 0.08, 0.13, -0.28, 0.11, 0.09, -0.07, 0.56, 0.11, -0.45, 0.05, -0.30, 0.08, 0.10, -0.12, -0.07, -0.35, 0.09, 0.06, -0.34, 0.08, -0.02, 0.09, -0.03, 0.12, 0.11, -0.12, -0.04, -0.14, -0.06, -0.50, 0.11, 0.06, 0.08, 0.08, -0.51, 0.42]}

***

{"formula": "C4H5N2O2", "method": "ωB97M-V/def2-TZVPD", "homo_lumo_gap_ev": [8.0, 8.0], "lumo_energy_ev": [-5.695, -5.695], "de_lowest_ev": 5.350, "spin_multiplicity": 1, "charge": 1, "elements": ["C", "H", "H", "C", "H", "N", "H", "O", "C", "C", "N", "H", "O"], "positions_angstrom": [[0.18426, -0.64329, -0.39441], [0.86409, -0.71485, -2.49804], [0.32788, -2.58909, 0.06526], [0.67947, -0.15146, -1.67727], [0.35189, -0.37702, 2.20379], [-0.47839, 1.22716, 1.06307], [-0.60791, -1.42170, 1.17038], [-0.55672, 0.31811, 2.18820], [0.07172, 1.07778, -1.55398], [-0.19950, 0.69148, -0.09399], [-0.02075, -1.67134, 0.31950], [0.12166, 1.95550, -2.22601], [-0.73769, 2.29871, 1.43351]], "lowdin_charge": [-0.19, 0.09, 0.17, 0.07, 0.24, -0.26, 0.17, 0.01, 0.21, -0.12, 0.27, 0.16, 0.18]}

***

Record-wise largest force on an atom values, in eV/A: 1.75; 4.02; 0.40; 7.72; 5.43